C55H27ClF15GeN8O5STl as an isolated structure at a distorted geometry, computed with the ωB97M-V functional and the def2-TZVPD basis.

Net charge: -2
Calculated total energy: -204964.832 eV
M: 1509.4 g/mol
E_HOMO: -3.1053 eV

Each line ends with the Mulliken charge.
Cartesian coordinates (Å):
Tl 10.29 -6.73 24.67  1.0441
Ge 8.35 -2.97 22.04  0.4979
Cl 9.49 -1.33 28.62  -0.1807
S 9.56 -3.79 23.55  -0.0998
F 7.34 1.17 25.07  -0.3070
F 5.93 -1.62 20.70  -0.3926
F 8.48 2.99 23.41  -0.3397
F 9.32 -0.40 20.26  -0.2944
F 2.30 -4.23 22.08  -0.3473
F 10.41 -4.03 16.39  -0.3766
F 6.62 -5.34 23.49  -0.3115
F 3.30 -2.08 20.74  -0.3308
F 6.93 -4.28 19.56  -0.4594
F 4.03 -5.79 23.57  -0.3385
F 7.80 -4.62 16.99  -0.4081
F 9.46 2.20 20.97  -0.3154
F 11.08 -2.51 20.79  -0.4593
F 12.02 -3.00 18.30  -0.4037
F 7.15 -1.43 24.28  -0.2728
O 10.21 -7.44 27.77  -0.5289
O 7.46 -5.10 30.31  -0.6144
O 9.27 -7.76 22.65  -0.9078
O 7.80 -2.92 30.53  -0.6632
O 8.47 -6.98 29.11  -0.8823
N 11.93 -9.13 24.98  0.1263
N 10.79 -6.85 21.11  -1.0436
N 11.64 -6.71 22.16  1.2177
N 13.12 -6.17 24.35  0.6507
N 10.80 -3.45 27.64  0.7118
N 14.89 -13.25 25.70  -0.7052
N 10.78 -4.79 27.58  -0.6630
N 14.31 -12.65 27.77  0.0553
C 16.16 -15.32 26.41  -0.6207
C 9.83 -2.98 28.45  0.5127
C 9.78 -5.18 28.33  0.2675
C 8.41 1.70 23.04  0.7943
C 13.42 -10.97 24.56  -0.9269
C 12.78 -10.39 26.79  -0.8446
C 13.17 -0.88 26.29  -0.7663
C 5.85 -4.49 22.81  -0.3311
C 13.48 -11.23 25.92  1.1695
C 8.07 -3.98 29.98  0.3801
C 8.81 -0.04 21.46  0.6704
C 8.18 -3.92 19.24  0.5157
C 6.18 -7.42 19.94  -0.5645
C 7.73 -0.53 23.48  0.5009
C 12.02 -9.35 26.29  -0.6605
C 9.15 -4.06 28.95  -0.1951
C 8.95 -3.33 20.20  -0.3166
C 12.81 -2.58 24.64  -0.4059
C 9.94 -3.86 17.65  0.9454
C 7.20 -7.39 20.87  -0.7098
C 11.71 -2.74 26.80  -0.4062
C 3.62 -3.97 22.13  0.7354
C 15.41 -14.15 26.61  0.3847
C 8.84 -7.41 19.09  0.2095
C 9.49 -6.67 28.41  0.5461
C 5.46 -2.66 21.43  0.9203
C 12.73 -6.06 21.97  0.2683
C 9.61 -7.32 21.53  -0.1430
C 8.91 1.31 21.81  -0.1520
C 8.55 -7.38 20.45  0.3990
C 15.06 -13.80 27.91  0.7242
C 13.15 -5.44 20.67  -1.7940
C 8.25 -0.99 22.28  -0.7750
C 6.37 -3.44 22.09  -0.2867
C 13.88 -6.00 25.41  -0.3312
C 11.96 -3.25 25.53  0.9391
C 7.81 -7.46 18.16  -0.7438
C 8.62 -4.15 17.95  -0.1380
C 14.92 -5.39 23.00  -0.8296
C 7.80 0.80 23.89  -0.1483
C 14.23 -12.39 26.43  0.0293
C 15.70 -5.24 24.13  -0.5243
C 4.50 -4.77 22.85  -0.0449
C 12.32 -1.52 27.18  -0.3998
C 15.18 -5.57 25.37  -0.9084
C 10.27 -3.06 19.87  0.7624
C 15.47 -14.53 29.03  -0.9532
C 16.21 -15.66 28.80  -0.3625
C 13.44 -1.40 25.04  -0.8595
C 16.56 -16.05 27.50  -0.5531
C 12.64 -9.89 24.15  -0.4499
C 13.61 -5.88 23.14  0.3773
C 4.10 -2.87 21.45  0.1924
C 6.47 -7.45 18.58  -0.4337
C 10.77 -3.29 18.62  -0.0193
H 14.11 -0.89 24.37  0.4626
H 12.54 -9.66 23.10  0.4962
H 12.80 -10.53 27.87  0.2615
H 11.43 -8.75 26.96  0.8133
H 14.00 -5.97 20.24  0.4182
H 12.34 -5.50 19.97  0.2866
H 17.20 -16.89 27.32  0.3880
H 15.16 -14.25 30.04  0.3708
H 9.89 -7.36 18.80  0.4052
H 13.42 -4.39 20.81  0.3736
H 15.31 -5.14 22.01  0.3904
H 8.00 -7.48 17.10  0.4384
H 16.38 -15.59 25.38  0.4057
H 12.14 -1.14 28.16  0.5265
H 13.93 -11.61 23.85  0.4639
H 11.49 -4.18 25.26  -0.1605
H 6.97 -7.39 21.94  0.5319
H 13.39 -6.22 26.36  0.4128
H 13.88 -12.13 28.51  0.1583
H 16.60 -16.22 29.66  0.3401
H 7.83 -5.92 29.79  0.4563
H 13.64 0.04 26.65  0.3375
H 5.69 -7.47 17.84  0.3694
H 12.97 -3.05 23.66  0.5428
H 16.73 -4.90 24.01  0.3788
H 15.77 -5.39 26.28  0.3935
H 5.17 -7.43 20.32  0.4345